[1]
The following is a quantum chemistry calculation of a structure of composition C22H14BrF6MoN5O6S2, from the Open Molecules 2025 dataset.

Structure (XYZ):
```
57
Properties=species:S:1:pos:R:3:nbo_charge:R:1
Mo -1.26070 1.12157 0.54335 0.65
F 3.51296 3.13976 1.58838 -0.28
C 2.53405 3.21653 0.71698 1.18
F 2.86833 4.02380 -0.26553 -0.28
F 1.43893 3.67862 1.31410 -0.31
S 0.97995 1.42729 -0.50271 1.81
O 2.32944 1.91862 0.24096 -0.70
O 1.42500 0.29095 -1.25739 -0.87
N 0.52848 2.70188 -1.39134 -1.05
S -0.89828 3.09427 -0.84082 1.83
O -2.07751 1.47912 -2.41630 -0.17
O -1.11271 4.47356 -0.55986 -0.83
C -1.02355 2.08338 2.44909 0.71
F -0.92840 3.41571 2.47068 -0.31
F 0.04698 1.57897 3.11210 -0.33
F -2.11780 1.75181 3.18732 -0.33
Br -6.59904 -5.20458 6.77706 0.12
C -6.00048 -4.24804 5.27332 -0.05
C -6.33856 -4.69530 4.00564 -0.25
C -5.88942 -3.98533 2.90618 -0.17
C -5.12240 -2.83783 3.08472 0.11
C -4.77765 -2.39882 4.36596 -0.19
C -5.21989 -3.10831 5.46197 -0.23
N -4.70207 -2.20644 1.90412 -0.12
N -4.15824 -1.09832 2.06991 -0.18
C -3.65942 -0.53386 0.90233 0.19
C -3.83820 0.84139 0.75799 -0.25
C -3.45371 1.51957 -0.41273 -0.30
C -2.73175 0.84465 -1.39045 0.23
O -1.97971 2.86833 -2.12429 -0.39
C -2.39882 -0.52904 -1.22893 0.15
N -1.60774 -1.09957 -2.18092 -0.40
C -1.30547 -2.35405 -2.02912 0.12
C -1.73654 -3.15208 -0.93039 -0.22
C -2.52607 -2.60871 0.03192 -0.12
C -2.91296 -1.24025 -0.09357 -0.12
H -6.94215 -5.58325 3.88463 0.24
H -6.13593 -4.30124 1.90106 0.23
H -4.15167 -1.52518 4.48440 0.25
H -4.96664 -2.79109 6.46357 0.24
H -4.34944 1.37060 1.55126 0.29
H -3.69364 2.56726 -0.53884 0.30
H -0.67282 -2.79270 -2.79340 0.22
H -1.41551 -4.18296 -0.87290 0.25
H -2.84179 -3.17669 0.89100 0.27
O -1.69106 -1.83912 2.91487 -0.59
N -0.41868 -1.99019 2.78400 0.10
C 0.32505 -2.65162 3.69712 0.00
C 1.68877 -2.77792 3.52648 -0.19
C 2.31763 -2.23655 2.41533 -0.19
C 1.54451 -1.56277 1.48031 -0.20
C 0.19081 -1.46446 1.69987 -0.02
H -0.23750 -3.03954 4.53192 0.25
H 2.25183 -3.30796 4.28132 0.25
H 3.38462 -2.33437 2.27947 0.24
H 1.97371 -1.13346 0.58608 0.26
H -0.53435 -0.99318 1.03851 0.14
```

Properties
**Total charge**: +1
**Expectation value of S²**: 3.79
**HOMO energy (alpha / beta)**: -11.4 / -11.5 eV
**2S+1**: 4
**Gap between HOMO and LUMO (alpha / beta)**: 6.30 / 5.93 eV

=====

[2]
The following is a quantum chemistry calculation of a structure of composition C22H14F3NO8Ta, from the Open Molecules 2025 dataset.

Structure (XYZ):
```
49
Properties=species:S:1:pos:R:3:nbo_charge:R:1
Ta -1.75064 -1.13220 1.29319 2.47
O -0.29796 4.23855 4.01526 -0.61
C -0.61165 3.12263 3.36744 0.40
C -1.40857 3.10433 2.21171 -0.26
C -1.66284 1.88572 1.63416 0.15
N -1.17462 0.76353 2.15385 -0.53
C -0.41255 0.76351 3.24493 0.12
C -0.09759 1.92434 3.89762 -0.23
C 0.01246 -0.63529 3.62366 0.76
O 0.70763 -0.91813 4.54022 -0.46
O -0.51088 -1.53779 2.74233 -0.77
C -2.48259 1.60664 0.40286 0.77
O -3.04136 2.43120 -0.24274 -0.48
O -2.47976 0.28148 0.15186 -0.75
H -0.69206 5.02137 3.60850 0.51
H -1.81813 4.00871 1.78020 0.26
H 0.51621 1.93318 4.78716 0.28
O 0.22968 -0.66375 0.31832 -0.75
C 0.33969 -1.00409 -1.12030 0.10
C -0.65702 -2.15985 -1.31126 0.79
O -0.68972 -2.86285 -2.26683 -0.49
O -1.51159 -2.29660 -0.26711 -0.78
C -0.08622 0.22882 -1.89860 -0.09
C -0.84013 0.13696 -3.06017 -0.15
C -1.18798 1.29089 -3.75175 -0.20
C -0.78290 2.53285 -3.29431 -0.19
C -0.01532 2.62513 -2.14021 -0.19
C 0.33209 1.47939 -1.44510 -0.23
C 1.75652 -1.47183 -1.37198 -0.01
C 2.60334 -0.81364 -2.25458 -0.20
C 3.90456 -1.26282 -2.42866 -0.19
C 4.36533 -2.36242 -1.72055 -0.17
C 3.52123 -3.02774 -0.84216 -0.20
C 2.21875 -2.58914 -0.67506 -0.23
H 1.06071 -0.91712 0.74860 0.54
H -1.15109 -0.82889 -3.43365 0.23
H -1.78183 1.21142 -4.65216 0.23
H -1.05992 3.42829 -3.83380 0.23
H 0.31881 3.59057 -1.78310 0.22
H 0.94257 1.55547 -0.55329 0.21
H 2.24596 0.03985 -2.81384 0.23
H 4.55596 -0.74996 -3.12311 0.23
H 5.38033 -2.70865 -1.86148 0.23
H 3.87338 -3.89663 -0.30310 0.23
H 1.55193 -3.13835 -0.01577 0.21
F -3.58545 -3.88305 1.02005 -0.23
C -2.72924 -3.34331 1.78413 0.78
F -3.32987 -0.94653 2.31252 -0.56
F -2.58765 -4.05422 2.82605 -0.24
```

Properties
**Total charge**: +1
**HOMO energy**: -12.2 eV
**Gap between HOMO and LUMO**: 7.92 eV

=====

| no. | F_max (eV Å⁻¹) |
| --- | --- |
| 1 | 0.76 |
| 2 | 0.74 |